(1)
20
Properties=species:S:1:pos:R:3 method="wB97M-V/def2-TZVPD" homo_lumo_gap_ev=5.844 total_charge=-1 spin_multiplicity=1 lumo_energy_ha=0.1184
C -0.183 -0.583 -1.046
N -0.538 0.803 -1.257
C -1.815 1.251 -1.149
O -2.773 0.523 -0.989
C 1.250 -0.795 -0.485
C 1.591 0.237 0.616
S 3.470 0.231 0.546
N 1.259 -2.148 0.072
H -0.903 -1.137 -0.444
H -0.321 -1.037 -2.068
H 0.195 1.352 -1.697
H -1.779 2.352 -1.232
H 1.921 -0.739 -1.337
H 1.219 -0.048 1.616
H 1.309 1.260 0.351
H 2.159 -2.595 0.096
H 0.903 -2.234 1.018
H -2.761 1.359 1.869
H -1.908 0.534 2.793
O -2.297 1.415 2.729

***

(2)
19
Properties=species:S:1:pos:R:3 method="wB97M-V/def2-TZVPD" homo_lumo_gap_ev="9.529 / 6.438" spin_multiplicity=2 lumo_energy_ha="0.0275 / -0.0855"
C 0.784 -1.081 -0.034
N 1.301 -0.269 0.991
C 1.970 1.390 0.146
O 1.854 1.371 -1.137
C -0.795 -0.870 -0.067
C -1.161 0.513 0.297
S -2.802 1.029 0.217
N -1.416 -1.456 -1.264
H 0.964 -2.197 -0.003
H 1.118 -0.665 -0.996
H 2.062 -0.820 1.427
H 3.053 1.221 0.509
H 1.320 1.930 0.890
H -1.114 -1.394 0.795
H -0.708 1.108 -0.601
H -0.604 0.917 1.071
H -2.929 1.642 1.440
H -2.159 -0.837 -1.661
H -0.738 -1.531 -2.019

***

(3)
19
Properties=species:S:1:pos:R:3 method="wB97M-V/def2-TZVPD" homo_lumo_gap_ev=8.952 total_charge=+1 spin_multiplicity=1 lumo_energy_ha=-0.1260
C -1.274 2.194 0.250
C -2.744 2.627 0.308
C 1.100 -2.215 -1.032
C 2.197 -1.500 -0.326
N -0.929 1.055 0.837
N 3.445 -1.937 -0.463
O -0.556 2.883 -0.596
S 1.785 -0.254 0.599
H -3.177 1.844 -0.329
H -3.005 2.527 1.377
H -2.854 3.677 -0.077
H 0.122 -1.767 -0.842
H 1.110 -3.352 -0.767
H 1.334 -2.208 -2.014
H -1.503 0.727 1.540
H 3.565 -2.768 -1.038
H 0.289 2.331 -0.719
H 4.105 -1.698 0.337
H 0.125 0.772 0.833